The following is a DFT calculation (ωB97M-V with the def2-TZVPD basis set) of a molecular structure, C43H53N2OS4SbSi4W in a non-equilibrium geometry.

The geometry in XYZ format:
```
109
Properties=species:S:1:pos:R:3:lowdin_spin:R:1
W 0.796 -0.265 -1.213 0.84
C 2.519 3.737 1.661 0.00
Sb 1.812 1.684 1.650 0.01
C 2.213 1.304 -0.446 0.05
C 1.628 2.127 -1.501 0.01
C 1.133 3.441 -1.417 0.00
C 0.639 4.010 -2.563 0.01
C 0.587 3.262 -3.759 0.00
C 0.980 1.950 -3.731 0.01
N 1.500 1.394 -2.620 0.02
Si 4.100 1.244 -0.737 0.00
C 5.028 0.881 0.856 0.00
C 4.639 2.945 -1.354 0.00
C 4.716 0.075 -2.069 0.00
C -0.416 1.846 1.888 0.00
C -1.220 1.442 0.670 0.01
C -2.534 1.686 0.479 0.02
C -3.341 1.317 -0.726 0.00
C -2.566 0.447 -1.762 0.00
C -1.088 0.700 -1.688 0.00
N -0.553 0.784 -0.362 0.05
Si -0.701 0.559 3.288 0.00
C -0.042 -1.122 2.778 0.00
C -2.518 0.398 3.758 0.00
C 0.196 1.070 4.863 0.00
Si -0.914 3.575 2.525 0.00
C -2.576 3.640 3.426 0.00
C -1.021 4.819 1.104 0.00
C 0.276 4.219 3.851 0.00
H 3.130 3.882 2.549 0.00
H 1.733 4.487 1.660 0.00
H 3.137 3.883 0.779 0.00
H 1.150 3.978 -0.483 0.00
H 0.280 5.031 -2.549 0.00
H 0.212 3.697 -4.674 0.00
H 0.901 1.305 -4.597 0.00
H 4.899 1.656 1.613 0.00
H 6.093 0.845 0.615 0.00
H 4.752 -0.073 1.304 0.00
H 4.478 3.765 -0.656 0.00
H 4.144 3.206 -2.291 0.00
H 5.711 2.902 -1.559 0.00
H 4.027 -0.014 -2.908 0.00
H 4.938 -0.921 -1.696 0.00
H 5.650 0.495 -2.450 0.00
H -3.069 2.215 1.254 0.00
H -3.819 2.221 -1.116 0.00
H -2.922 0.662 -2.773 0.00
H -0.909 1.640 -2.227 0.00
H -0.206 -1.332 1.721 0.00
H -0.553 -1.903 3.345 0.00
H 1.026 -1.215 2.978 0.00
H -2.706 -0.633 4.062 0.00
H -3.201 0.620 2.941 0.00
H -2.773 1.040 4.601 0.00
H 1.270 1.201 4.740 0.00
H 0.053 0.260 5.582 0.00
H -0.213 1.976 5.312 0.00
H -3.440 3.222 2.917 0.00
H -2.779 4.699 3.606 0.00
H -2.509 3.163 4.405 0.00
H -1.413 4.363 0.195 0.00
H -0.065 5.285 0.868 0.00
H -1.701 5.622 1.393 0.00
H -0.264 4.306 4.795 0.00
H 0.640 5.213 3.592 0.00
H 1.149 3.596 4.044 0.00
O 5.737 -5.215 -1.735 0.02
C 4.871 -4.400 -1.639 0.01
S 3.890 -3.824 -3.006 0.02
C 2.906 -2.702 -2.107 0.12
C 3.141 -2.611 -0.753 0.10
S 2.238 -1.640 0.297 0.28
S 4.408 -3.626 -0.102 0.00
S 1.722 -1.793 -2.923 0.22
C -2.047 -3.887 -5.258 0.00
C -1.871 -2.530 -5.023 0.00
C -1.516 -2.083 -3.762 0.00
C -1.334 -2.964 -2.691 0.01
C -1.514 -4.323 -2.954 0.00
C -1.862 -4.782 -4.218 0.00
Si -0.893 -2.372 -0.931 0.10
C -2.471 -1.613 -0.238 0.02
C -2.925 -1.761 1.014 0.01
C -4.190 -1.188 1.477 0.00
C -4.864 -0.301 0.747 0.01
C -4.335 0.114 -0.577 0.00
C -3.281 -0.811 -1.218 0.00
C -0.593 -3.986 0.029 0.01
C -1.729 -4.687 0.460 0.00
C -1.641 -5.927 1.072 0.00
C -0.402 -6.519 1.268 0.00
C 0.734 -5.864 0.824 0.00
C 0.632 -4.625 0.211 0.00
H -2.318 -4.241 -6.244 0.00
H -2.001 -1.818 -5.829 0.00
H -1.356 -1.021 -3.611 0.00
H -1.372 -5.051 -2.165 0.00
H -1.989 -5.843 -4.386 0.00
H -2.376 -2.360 1.730 0.00
H -4.565 -1.504 2.443 0.00
H -5.804 0.106 1.103 0.00
H -5.154 0.284 -1.280 0.00
H -3.650 -1.479 -2.002 0.00
H -2.712 -4.263 0.301 0.00
H -2.544 -6.434 1.389 0.00
H -0.325 -7.485 1.749 0.00
H 1.709 -6.317 0.947 0.00
H 1.540 -4.167 -0.148 0.00
```

Output
calculated total energy: -4913.191071 a.u.
E_HOMO (spin up / spin down): -6.925 / -7.562 eV
multiplicity: 3
Kohn-Sham gap (spin up / spin down): 6.32 / 5.44 eV